1.
{
  "formula": "C5H5NO",
  "method": "ωB97M-V/def2-TZVPD",
  "symbols": ["O", "C", "C", "C", "C", "C", "N", "H", "H", "H", "H", "H"],
  "coordinates": [[0.8341, 0.6026, 0.7149], [0.4849, 0.9959, -0.5559], [1.9606, -0.0957, 0.6645], [2.8741, -0.8527, 0.4950], [-0.9574, 0.8967, -0.6637], [-1.4099, -0.5127, -0.3126], [-1.9042, 0.6180, 0.4200], [3.6902, -1.5189, 0.3303], [-1.3628, 1.3375, -1.5665], [-0.6902, -1.1749, 0.1673], [-2.0984, -0.9884, -1.0064], [-1.4209, 0.6927, 1.3131]],
  "forces_ev_per_angstrom": [[0.31, -0.29, -0.16], [-0.27, -0.24, 0.03], [0.30, -0.19, -0.09], [-0.20, 0.24, 0.18], [0.23, 0.34, -0.33], [-0.08, -0.30, -0.02], [0.03, 0.01, 0.21], [-0.07, 0.17, 0.14], [-0.15, -0.01, 0.17], [-0.12, 0.16, -0.17], [0.07, 0.16, 0.12], [-0.04, -0.04, -0.08]],
  "e_tot_ev": -8796.7447,
  "homo_lumo_gap_ev": 9.14,
  "lumo_energy_ev": 0.0,
  "fmax_ev_per_a": 0.530,
  "de_lowest_ev": 6.674
}

=====

2.
{
  "formula": "C5H5NO",
  "method": "ωB97M-V/def2-TZVPD",
  "symbols": ["C", "C", "C", "O", "C", "C", "N", "H", "H", "H", "H", "H"],
  "coordinates": [[2.6965, -0.5207, -0.3354], [1.8039, -0.1531, 0.3692], [0.5537, 0.3089, 0.9049], [0.3937, 0.3890, 2.1076], [-0.4277, 0.5695, -0.2480], [-1.4772, -0.4582, -0.5145], [-1.8198, 0.8728, -0.0061], [3.6287, -0.8557, -0.7119], [-0.0528, 1.0347, -1.1699], [-1.5829, -1.3096, 0.1603], [-1.7503, -0.6644, -1.5536], [-1.9657, 0.7866, 0.9974]],
  "forces_ev_per_angstrom": [[0.85, -0.21, 0.30], [-0.11, 0.10, -0.47], [-0.16, -0.02, -0.03], [-0.89, 0.22, -1.02], [0.15, -0.03, 0.12], [-0.19, -0.28, 0.03], [-0.14, -0.18, 0.35], [0.07, -0.08, -0.35], [0.38, -0.11, 0.75], [0.15, 0.26, -0.11], [0.09, 0.16, 0.39], [-0.19, 0.16, 0.04]],
  "e_tot_ev": -8800.0252,
  "homo_lumo_gap_ev": 10.14,
  "lumo_energy_ev": 0.1,
  "smiles": "C#CC(=O)[C@H]1CN1",
  "fmax_ev_per_a": 1.374,
  "de_lowest_ev": 3.394
}

=====

3.
{
  "formula": "C5H5NO",
  "method": "ωB97M-V/def2-TZVPD",
  "symbols": ["O", "C", "C", "C", "C", "C", "N", "H", "H", "H", "H", "H"],
  "coordinates": [[-1.8980, 0.3218, 0.5677], [-0.7606, -0.4699, 0.7438], [0.2430, -0.3291, -0.4409], [0.6886, 1.9488, 0.0713], [0.4984, 1.1176, -0.9103], [1.5005, -1.0134, -0.1114], [2.4714, -1.5691, 0.1827], [-1.6399, 1.2426, 0.7152], [-0.2607, -0.2727, 1.7024], [-1.0983, -1.5093, 0.7560], [-0.2066, -0.8253, -1.3027], [0.4621, 1.3581, -1.9737]],
  "forces_ev_per_angstrom": [[0.00, 0.22, 0.01], [0.18, -0.23, 0.08], [-0.11, -0.19, -0.06], [-0.10, -0.14, -0.64], [0.08, 0.37, 0.61], [0.80, -0.58, 0.18], [-0.97, 0.56, -0.30], [-0.12, -0.09, -0.08], [0.01, 0.05, -0.21], [0.08, 0.10, 0.03], [0.05, -0.08, 0.06], [0.09, 0.02, 0.31]],
  "e_tot_ev": -8798.8486,
  "homo_lumo_gap_ev": 9.92,
  "lumo_energy_ev": -1.2,
  "fmax_ev_per_a": 1.158,
  "de_lowest_ev": 4.570
}

=====

4.
{
  "formula": "C5H5NO",
  "method": "ωB97M-V/def2-TZVPD",
  "symbols": ["O", "C", "C", "C", "C", "C", "N", "H", "H", "H", "H", "H"],
  "coordinates": [[0.1401, -0.9655, 1.5686], [-1.0122, -0.7338, 1.0135], [-1.1018, 0.1862, 0.0292], [1.0450, 0.5429, 0.5535], [0.2247, 0.4983, -0.6651], [0.6488, -0.5063, -1.6684], [0.9731, -1.2950, -2.4495], [-1.9107, -1.2990, 1.3061], [-2.0104, 0.6428, -0.3150], [1.9300, -0.0451, 0.7092], [0.9661, 1.5044, 1.0883], [0.1073, 1.4699, -1.1703]],
  "forces_ev_per_angstrom": [[0.67, 1.77, -1.02], [-0.22, 0.51, -0.24], [-0.83, -0.17, -0.45], [-0.16, -1.09, 0.92], [-0.10, -0.07, 0.32], [0.10, -0.63, -0.44], [-0.29, 0.82, 0.75], [0.53, 0.09, 0.25], [-0.25, -0.25, -0.32], [0.42, 0.15, -0.32], [-0.19, -0.92, 0.18], [0.31, -0.19, 0.37]],
  "e_tot_ev": -8799.9894,
  "homo_lumo_gap_ev": 8.36,
  "lumo_energy_ev": -0.4,
  "fmax_ev_per_a": 2.150,
  "de_lowest_ev": 3.430
}

=====

5.
{
  "formula": "C5H5NO",
  "method": "ωB97M-V/def2-TZVPD",
  "symbols": ["N", "C", "C", "C", "C", "O", "C", "H", "H", "H", "H", "H"],
  "coordinates": [[-2.8377, -1.3963, -0.2893], [-1.7552, -0.9857, -0.3634], [-0.4059, -0.3843, -0.5351], [0.9128, -0.7317, 0.2394], [1.1548, 0.7835, 0.3818], [2.0511, 1.4586, 0.7973], [-0.2745, 1.0916, 0.0150], [-0.1764, -0.4923, -1.6039], [1.7494, -1.1188, -0.3496], [0.8611, -1.2960, 1.1771], [-0.6163, 1.1060, 1.0445], [-0.6632, 1.9653, -0.5140]],
  "forces_ev_per_angstrom": [[1.40, 0.52, -0.05], [-0.23, -0.48, 0.39], [-0.41, 0.41, -0.06], [0.65, 0.04, 0.02], [0.05, 0.29, 0.76], [-0.05, -0.43, -0.45], [-0.05, -0.39, -0.68], [-0.15, 0.46, 0.21], [-0.44, -0.45, -0.16], [-0.20, 0.27, -0.17], [-0.90, -0.04, 0.22], [0.33, -0.19, -0.04]],
  "e_tot_ev": -8801.9943,
  "homo_lumo_gap_ev": 10.69,
  "lumo_energy_ev": 0.5,
  "smiles": "N#CC1CC(=O)C1",
  "fmax_ev_per_a": 1.495,
  "de_lowest_ev": 1.425
}

=====

6.
{
  "formula": "C5H5NO",
  "method": "ωB97M-V/def2-TZVPD",
  "symbols": ["N", "C", "C", "C", "C", "C", "O", "H", "H", "H", "H", "H"],
  "coordinates": [[0.9270, 2.5756, -0.5258], [0.8459, 1.4275, -0.6478], [0.7186, -0.0111, -0.7419], [-0.6376, -0.6208, -0.9377], [0.0213, -0.7322, 0.4047], [-0.4668, 0.1151, 1.5349], [-0.1764, -0.0943, 2.6861], [1.5764, -0.5107, -1.1818], [-1.4808, 0.0585, -1.0359], [-0.6943, -1.5131, -1.5522], [0.4568, -1.6785, 0.7098], [-1.1123, 0.9726, 1.2453]],
  "forces_ev_per_angstrom": [[-0.07, -1.11, -0.19], [0.04, 0.99, 0.10], [0.14, 0.09, -0.07], [-0.15, -0.02, -0.11], [0.03, -0.12, 0.18], [0.11, -0.07, 0.31], [-0.21, 0.04, -0.49], [-0.15, 0.09, 0.09], [0.16, -0.09, 0.07], [0.02, 0.14, 0.12], [-0.05, 0.14, -0.06], [0.11, -0.08, 0.06]],
  "e_tot_ev": -8802.0604,
  "homo_lumo_gap_ev": 11.03,
  "lumo_energy_ev": 0.7,
  "smiles": "N#C[C@@H]1C[C@@H]1C=O",
  "fmax_ev_per_a": 1.129,
  "de_lowest_ev": 1.359
}

=====

7.
{
  "formula": "C5H5NO",
  "method": "ωB97M-V/def2-TZVPD",
  "symbols": ["N", "C", "C", "C", "C", "C", "O", "H", "H", "H", "H", "H"],
  "coordinates": [[0.1318, -1.7374, -1.9937], [0.2744, -0.6966, -1.5107], [0.2409, 0.5648, -0.8016], [0.9839, 0.7839, 0.4908], [-0.4751, 0.4722, 0.5448], [-0.9224, -0.9514, 0.7889], [-2.0414, -1.3112, 0.5666], [0.0771, 1.3992, -1.4757], [1.7020, 0.0305, 0.7983], [1.2988, 1.8071, 0.6857], [-1.1699, 1.2691, 0.7958], [-0.1001, -1.6303, 1.1107]],
  "forces_ev_per_angstrom": [[0.40, 0.86, 0.22], [-0.06, -0.82, -0.29], [0.00, 0.09, -0.35], [0.27, -0.12, -0.10], [-0.08, 0.20, -0.09], [0.17, 0.48, 0.11], [0.02, -0.12, 0.35], [-0.10, 0.06, 0.33], [-0.14, -0.02, -0.01], [-0.15, -0.26, -0.04], [-0.01, -0.26, -0.11], [-0.32, -0.09, -0.03]],
  "e_tot_ev": -8801.7998,
  "homo_lumo_gap_ev": 10.89,
  "lumo_energy_ev": 0.6,
  "smiles": "N#C[C@@H]1C[C@@H]1C=O",
  "fmax_ev_per_a": 0.968,
  "de_lowest_ev": 1.619
}

=====

8.
{
  "formula": "C5H5NO",
  "method": "ωB97M-V/def2-TZVPD",
  "symbols": ["O", "C", "C", "C", "C", "C", "N", "H", "H", "H", "H", "H"],
  "coordinates": [[0.3864, 0.1196, 2.0009], [0.8967, 0.2680, 0.8992], [2.3085, 0.5349, 0.5399], [3.0310, 0.0769, -0.3287], [0.5021, -0.0435, -0.4150], [-2.5337, -0.3783, -0.3619], [-1.5271, 0.3239, -0.0453], [3.8262, -0.3038, -0.9201], [0.4348, 0.4947, -1.3439], [-3.0723, -0.9327, 0.4090], [-2.8591, -0.4611, -1.4004], [-1.3936, 0.3013, 0.9663]],
  "forces_ev_per_angstrom": [[0.10, 0.55, -0.50], [-0.23, 0.02, 0.00], [0.37, -0.91, -0.46], [0.58, 0.57, 0.55], [-1.52, -0.11, 0.08], [0.16, 0.08, 0.03], [0.00, -0.79, 0.13], [0.06, -0.01, -0.22], [0.49, 0.53, 0.34], [-0.38, 0.21, -0.17], [0.21, -0.16, 0.11], [0.15, 0.03, 0.10]],
  "e_tot_ev": -8796.3554,
  "homo_lumo_gap_ev": 8.28,
  "lumo_energy_ev": -0.3,
  "fmax_ev_per_a": 1.526,
  "de_lowest_ev": 7.064
}

=====

9.
{
  "formula": "C5H5NO",
  "method": "ωB97M-V/def2-TZVPD",
  "symbols": ["C", "C", "C", "C", "C", "H", "H", "H", "H", "H", "N", "O"],
  "coordinates": [[-1.3446, 0.9648, -0.0979], [-0.4909, -0.9551, 1.3244], [0.7703, -0.3432, 0.7974], [1.2015, -0.8445, -0.4630], [1.5927, -0.9797, -1.6047], [-2.2887, 0.5278, 0.1722], [-0.8047, -1.6915, 0.5933], [-0.4386, -1.1782, 2.3940], [1.5222, -0.0933, 1.5003], [2.3369, -0.7173, -2.6870], [-0.4571, 0.3647, 0.8291], [-0.9376, 1.6933, -0.9391]],
  "forces_ev_per_angstrom": [[2.94, -1.82, 1.35], [0.53, -0.95, 0.16], [-0.49, -0.50, -0.70], [1.26, 0.39, -2.30], [2.85, 1.33, -2.81], [-1.45, 0.50, -0.50], [-0.59, -0.38, 0.58], [-0.76, 0.17, -0.34], [0.63, 0.49, 0.47], [-3.16, -1.39, 4.07], [-0.98, 1.24, 0.90], [-0.79, 0.91, -0.88]],
  "e_tot_ev": -8798.6678,
  "homo_lumo_gap_ev": 10.37,
  "lumo_energy_ev": 0.8,
  "fmax_ev_per_a": 5.337,
  "de_lowest_ev": 4.751
}

=====

10.
{
  "formula": "C5H5NO",
  "method": "ωB97M-V/def2-TZVPD",
  "symbols": ["C", "C", "C", "C", "N", "C", "O", "H", "H", "H", "H", "H"],
  "coordinates": [[1.2785, 1.8475, -0.0068], [0.5059, 0.9674, -0.2848], [0.1870, -0.4457, -0.4065], [1.3463, -1.0130, 0.2522], [2.4145, -1.0925, 0.6798], [-1.1234, -0.7743, 0.2694], [-2.1458, -0.0753, -0.3803], [1.6083, 2.8323, 0.1474], [0.2257, -0.7403, -1.4541], [-1.0531, -0.5333, 1.3433], [-1.3176, -1.8386, 0.1613], [-1.9263, 0.8658, -0.3209]],
  "forces_ev_per_angstrom": [[-1.45, 0.83, -0.41], [0.98, 0.34, 0.01], [0.01, -0.20, -0.07], [1.82, -0.24, 0.45], [-0.72, -0.82, 0.01], [-0.16, -0.34, 0.10], [-0.34, 0.28, 0.04], [0.68, 0.47, 0.21], [-0.40, -0.14, -0.09], [-0.03, -0.05, -0.27], [-0.17, -0.05, 0.06], [-0.21, -0.11, -0.04]],
  "e_tot_ev": -8800.2396,
  "homo_lumo_gap_ev": 11.09,
  "lumo_energy_ev": 0.3,
  "smiles": "C#C[C@@H](C#N)CO",
  "fmax_ev_per_a": 1.888,
  "de_lowest_ev": 3.179
}

=====

Number 5 is which compound? C5H5NO